No. 1
{
  "formula": "C37H25CoF3N5O2",
  "method": "ωB97M-V/def2-TZVPD",
  "multiplicity": 1,
  "e_above_lowest_kcal_mol": 2.6,
  "total_energy_ev": -96099.134,
  "lumo_ev": -1.141,
  "symbols": ["Co", "O", "C", "O", "C", "C", "C", "N", "C", "C", "C", "C", "C", "C", "C", "N", "C", "C", "C", "C", "C", "N", "H", "H", "H", "H", "H", "H", "H", "H", "H", "H", "C", "N", "C", "C", "C", "C", "C", "N", "C", "C", "C", "C", "C", "C", "H", "H", "H", "H", "H", "H", "H", "H", "H", "H", "H", "F", "C", "F", "F", "C", "C", "C", "C", "C", "C", "C", "C", "H", "H", "H", "H"],
  "xyz": [[0.036, -0.398, -0.143], [-2.682, 4.531, 3.763], [-1.730, 3.805, 4.130], [-1.119, 3.691, 5.216], [-1.207, 2.860, 3.019], [-1.792, 2.849, 1.757], [-1.355, 1.934, 0.822], [-0.375, 1.091, 1.099], [0.232, 1.115, 2.275], [-0.157, 1.980, 3.270], [1.293, 0.082, 2.348], [2.186, -0.041, 3.392], [3.127, -1.058, 3.353], [3.165, -1.911, 2.265], [2.270, -1.704, 1.236], [1.349, -0.739, 1.289], [-1.862, 1.735, -0.557], [-2.884, 2.467, -1.123], [-3.203, 2.242, -2.454], [-2.475, 1.317, -3.181], [-1.469, 0.618, -2.542], [-1.192, 0.801, -1.253], [-2.595, 3.555, 1.575], [0.290, 2.001, 4.259], [2.148, 0.657, 4.218], [3.834, -1.174, 4.166], [3.877, -2.723, 2.204], [2.269, -2.314, 0.343], [-3.415, 3.206, -0.538], [-4.000, 2.807, -2.923], [-2.679, 1.130, -4.227], [-0.865, -0.112, -3.063], [-1.405, -1.248, 2.633], [-1.230, -1.429, 1.186], [-1.721, -2.507, 0.692], [-1.447, -2.744, -0.670], [-1.810, -3.702, -1.600], [-1.086, -3.394, -2.771], [-0.305, -2.280, -2.470], [-0.525, -1.896, -1.188], [-2.816, -0.895, 3.060], [-3.714, -0.287, 2.193], [-4.974, 0.104, 2.634], [-5.350, -0.124, 3.950], [-4.466, -0.756, 4.817], [-3.206, -1.139, 4.373], [-0.733, -0.460, 2.963], [-1.091, -2.146, 3.167], [-2.333, -3.202, 1.267], [-2.524, -4.503, -1.446], [-1.110, -3.919, -3.717], [0.436, -1.782, -3.081], [-3.430, -0.123, 1.162], [-5.656, 0.599, 1.952], [-6.327, 0.190, 4.299], [-4.754, -0.945, 5.845], [-2.516, -1.624, 5.058], [7.724, 0.244, -5.486], [6.523, 0.617, -5.958], [6.263, -0.131, -7.048], [6.627, 1.892, -6.377], [5.442, 0.469, -4.927], [4.144, 0.821, -5.271], [3.124, 0.685, -4.347], [3.388, 0.192, -3.068], [4.696, -0.146, -2.733], [5.722, -0.010, -3.659], [2.312, 0.022, -2.111], [1.420, -0.119, -1.317], [3.935, 1.203, -6.264], [2.110, 0.963, -4.607], [4.906, -0.516, -1.736], [6.737, -0.275, -3.394]],
  "forces_ev_per_a": [[-2.3, 0.5, 1.2], [0.7, -0.6, 0.3], [-0.2, 0.5, 0.5], [-0.4, 0.0, -0.7], [0.1, -0.2, -0.1], [-0.3, 0.2, 0.1], [-0.5, 0.1, -0.5], [1.3, -0.1, -0.7], [0.8, 0.0, 0.0], [-0.1, 0.3, 0.4], [0.1, 0.4, -0.1], [0.2, -0.1, 0.3], [0.0, 0.1, 0.2], [0.1, -0.1, 0.0], [-0.2, 0.0, 0.0], [0.2, -0.7, -0.5], [0.2, 0.2, 0.4], [-0.2, 0.2, -0.2], [-0.1, 0.1, 0.0], [0.0, 0.1, 0.0], [0.0, 0.0, 0.0], [-0.1, -0.8, 0.1], [0.1, -0.1, 0.0], [-0.1, 0.0, -0.1], [0.0, -0.1, 0.0], [-0.1, 0.0, 0.0], [0.0, 0.1, 0.0], [0.0, 0.0, 0.0], [0.1, 0.0, 0.0], [0.0, -0.1, 0.0], [0.0, 0.0, 0.0], [-0.1, 0.1, 0.1], [-0.3, -0.1, -0.1], [-0.2, 0.2, 0.8], [-0.5, -0.1, -0.4], [0.0, -0.4, 0.4], [-0.1, -0.2, -0.5], [-0.2, -0.1, 0.2], [0.2, -0.2, 0.3], [1.4, 0.1, -1.3], [0.0, 0.0, 0.0], [-0.1, 0.0, 0.0], [0.1, 0.0, 0.0], [0.1, 0.0, 0.0], [0.0, 0.0, -0.1], [-0.1, 0.0, 0.1], [-0.5, -0.4, 0.2], [0.0, -0.2, 0.0], [0.1, 0.1, 0.1], [0.2, 0.1, -0.1], [0.0, 0.1, 0.2], [-0.1, -0.1, 0.1], [0.0, 0.0, 0.0], [0.1, -0.1, 0.0], [0.1, 0.0, 0.0], [0.0, 0.0, -0.1], [-0.1, 0.0, 0.0], [0.0, 0.0, -0.2], [-0.2, 0.0, 0.3], [0.1, 0.0, 0.0], [0.1, 0.0, -0.1], [0.0, 0.0, 0.0], [-0.1, 0.0, 0.0], [0.0, 0.1, -0.1], [-0.4, -0.1, 0.3], [0.1, 0.0, 0.0], [0.0, 0.0, 0.2], [1.0, 0.2, -0.8], [-0.1, 0.8, 0.3], [0.0, 0.0, 0.1], [0.0, 0.0, 0.0], [0.0, 0.0, -0.1], [-0.1, 0.0, 0.0]]
}



No. 2
{
  "formula": "C37H25N5O3W",
  "method": "ωB97M-V/def2-TZVPD",
  "charge": -2,
  "multiplicity": 3,
  "e_above_lowest_kcal_mol": 0.0,
  "total_energy_ev": -54195.515,
  "lumo_ev": [4.571, 4.308],
  "symbols": ["W", "O", "C", "C", "C", "C", "C", "C", "C", "O", "N", "N", "C", "C", "C", "C", "C", "C", "C", "O", "H", "H", "H", "H", "H", "H", "H", "H", "H", "H", "N", "C", "C", "C", "C", "C", "C", "C", "C", "C", "C", "C", "C", "N", "C", "C", "C", "C", "N", "H", "H", "H", "H", "H", "H", "H", "H", "H", "H", "C", "C", "C", "C", "C", "C", "C", "H", "H", "H", "H", "H"],
  "xyz": [[0.098, 0.010, 0.181], [0.625, 3.588, -4.017], [1.244, 2.484, -4.474], [1.823, 2.528, -5.740], [2.476, 1.420, -6.255], [2.562, 0.248, -5.513], [1.985, 0.198, -4.255], [1.318, 1.297, -3.718], [0.721, 1.199, -2.378], [0.759, 0.055, -1.752], [0.162, 2.246, -1.843], [-0.307, 1.953, -0.593], [-1.140, 2.845, -0.033], [-1.693, 2.691, 1.261], [-2.765, 3.507, 1.696], [-3.351, 3.349, 2.938], [-2.887, 2.369, 3.813], [-1.811, 1.566, 3.426], [-1.212, 1.715, 2.189], [-0.130, 0.989, 1.871], [0.303, 3.372, -3.095], [1.752, 3.452, -6.301], [2.926, 1.476, -7.240], [3.082, -0.616, -5.908], [2.045, -0.695, -3.646], [-1.447, 3.687, -0.646], [-3.142, 4.263, 1.013], [-4.181, 3.987, 3.224], [-3.348, 2.231, 4.783], [-1.411, 0.806, 4.088], [9.127, -4.642, -2.124], [8.167, -4.106, -1.774], [6.979, -3.447, -1.338], [7.041, -2.419, -0.388], [5.893, -1.784, 0.031], [4.619, -2.144, -0.462], [4.582, -3.192, -1.411], [5.725, -3.821, -1.845], [3.405, -1.485, -0.024], [3.394, -0.076, 0.172], [4.414, 0.872, -0.078], [3.905, 2.118, 0.291], [2.599, 1.892, 0.721], [2.280, 0.585, 0.645], [2.268, -2.328, 0.269], [2.321, -3.694, 0.543], [1.012, -4.122, 0.846], [0.213, -3.009, 0.744], [0.952, -1.903, 0.410], [8.000, -2.139, 0.029], [5.954, -1.015, 0.787], [3.623, -3.483, -1.816], [5.665, -4.603, -2.592], [5.386, 0.677, -0.500], [4.405, 3.073, 0.233], [1.863, 2.611, 1.051], [3.215, -4.297, 0.550], [0.692, -5.118, 1.111], [-0.849, -2.915, 0.903], [-1.586, -0.569, 0.072], [-2.926, -1.083, 0.080], [-3.239, -2.308, -0.535], [-4.533, -2.804, -0.515], [-5.552, -2.093, 0.107], [-5.259, -0.875, 0.713], [-3.967, -0.375, 0.707], [-2.445, -2.855, -1.028], [-4.750, -3.753, -0.993], [-6.564, -2.481, 0.119], [-6.045, -0.311, 1.202], [-3.738, 0.569, 1.188]],
  "forces_ev_per_a": [[0.0, 0.3, 0.2], [0.0, 0.0, 0.0], [0.0, 0.0, 0.0], [0.0, 0.0, 0.0], [0.0, 0.0, 0.0], [0.0, 0.0, 0.0], [0.0, 0.0, 0.0], [0.0, 0.0, 0.0], [0.0, 0.0, 0.0], [0.0, 0.0, 0.0], [0.0, 0.0, 0.0], [0.0, 0.0, 0.0], [0.0, 0.0, 0.0], [0.0, 0.0, 0.0], [0.0, 0.0, 0.0], [0.0, 0.0, 0.0], [0.0, 0.0, 0.0], [0.0, 0.0, 0.0], [0.0, 0.0, 0.0], [0.0, 0.0, 0.0], [0.0, 0.0, 0.0], [0.0, 0.0, 0.0], [0.0, 0.0, 0.0], [0.0, 0.0, 0.0], [0.0, 0.0, 0.0], [0.0, 0.0, 0.0], [0.0, 0.0, 0.0], [0.0, 0.0, 0.0], [0.0, 0.0, 0.0], [0.0, 0.0, 0.0], [0.0, 0.0, 0.0], [0.0, 0.0, 0.0], [0.0, 0.0, 0.0], [0.0, 0.0, 0.0], [0.0, 0.0, 0.0], [0.0, 0.0, 0.0], [0.0, 0.0, 0.0], [0.0, 0.0, 0.0], [0.0, 0.0, 0.0], [0.0, 0.0, 0.0], [0.0, 0.0, 0.0], [0.0, 0.0, 0.0], [0.0, 0.0, 0.0], [0.0, 0.0, 0.0], [0.0, 0.0, 0.0], [0.0, 0.0, 0.0], [0.0, 0.0, 0.0], [0.0, 0.0, 0.0], [0.0, -0.1, -0.1], [0.0, 0.0, 0.0], [0.0, 0.0, 0.0], [0.0, 0.0, 0.0], [0.0, 0.0, 0.0], [0.0, 0.0, 0.0], [0.0, 0.0, 0.0], [0.0, 0.0, 0.0], [0.0, 0.0, 0.0], [0.0, 0.0, 0.0], [0.0, 0.0, 0.0], [0.0, -0.2, -0.1], [-0.1, 0.0, 0.0], [0.0, 0.1, 0.0], [0.0, 0.0, 0.0], [0.0, 0.0, 0.0], [0.0, 0.0, 0.0], [0.0, 0.0, 0.0], [0.0, 0.0, 0.0], [0.0, 0.0, 0.0], [0.0, 0.0, 0.0], [0.0, 0.0, 0.0], [0.0, 0.0, 0.0]]
}



No. 3
{
  "formula": "C37H26BrCl3CrF5N3O3S4SeSi",
  "method": "ωB97M-V/def2-TZVPD",
  "charge": -2,
  "multiplicity": 5,
  "e_above_lowest_kcal_mol": 12.3,
  "total_energy_ev": -315595.041,
  "lumo_ev": [3.814, 3.813],
  "symbols": ["Cr", "C", "C", "C", "C", "C", "C", "C", "S", "O", "O", "N", "C", "C", "C", "C", "C", "N", "H", "H", "H", "H", "H", "H", "H", "H", "H", "H", "H", "C", "C", "C", "C", "C", "Br", "N", "C", "H", "H", "H", "H", "H", "H", "F", "C", "C", "F", "C", "F", "C", "Se", "C", "F", "C", "F", "Cl", "Si", "Cl", "Cl", "O", "C", "C", "C", "C", "C", "S", "C", "C", "C", "C", "S", "C", "C", "C", "C", "S", "H", "H", "H", "H", "H", "H", "H", "H", "H"],
  "xyz": [[-0.537, -0.646, 0.444], [6.902, 0.697, -1.074], [5.734, 0.238, -0.247], [5.354, 0.939, 0.897], [4.224, 0.577, 1.608], [3.459, -0.501, 1.179], [3.831, -1.215, 0.056], [4.966, -0.844, -0.650], [1.997, -0.965, 2.078], [1.466, -2.127, 1.395], [2.419, -1.108, 3.454], [0.941, 0.189, 1.826], [0.637, 1.220, 2.674], [1.384, 1.637, 3.796], [0.947, 2.730, 4.508], [-0.214, 3.401, 4.128], [-0.891, 2.908, 3.027], [-0.487, 1.862, 2.319], [7.639, 1.224, -0.467], [6.563, 1.379, -1.858], [7.395, -0.144, -1.564], [5.939, 1.793, 1.220], [3.929, 1.135, 2.486], [3.215, -2.044, -0.260], [5.231, -1.387, -1.551], [2.254, 1.080, 4.103], [1.511, 3.059, 5.375], [-0.585, 4.258, 4.673], [-1.811, 3.372, 2.685], [-7.015, -0.980, -0.390], [-6.052, 0.169, -0.340], [-6.132, 1.245, -1.216], [-5.159, 2.228, -1.202], [-4.129, 2.071, -0.289], [-2.683, 3.306, -0.308], [-4.039, 1.092, 0.573], [-4.985, 0.159, 0.550], [-7.992, -0.665, -0.762], [-7.145, -1.426, 0.596], [-6.627, -1.759, -1.049], [-6.942, 1.298, -1.935], [-5.167, 3.058, -1.893], [-4.849, -0.650, 1.260], [-3.098, -7.060, 3.197], [-2.837, -5.750, 3.019], [-1.993, -5.329, 2.008], [-1.433, -6.241, 1.200], [-1.732, -3.981, 1.835], [-0.912, -3.663, 0.831], [-2.289, -2.994, 2.644], [-1.988, -1.125, 2.471], [-3.133, -3.461, 3.649], [-3.732, -2.601, 4.492], [-3.410, -4.801, 3.845], [-4.236, -5.193, 4.835], [-3.161, -0.370, -2.569], [-2.085, -1.656, -1.244], [-1.203, -3.004, -2.657], [-3.748, -2.911, -0.627], [0.550, -0.221, -1.175], [1.209, 0.585, -2.044], [2.235, -0.275, -2.805], [2.209, -1.635, -2.806], [3.167, -2.218, -3.680], [3.901, -1.284, -4.344], [3.419, 0.305, -3.920], [0.254, 1.162, -3.107], [-0.395, 2.361, -3.120], [-1.283, 2.505, -4.219], [-1.279, 1.412, -5.031], [-0.218, 0.205, -4.457], [1.839, 1.773, -1.299], [1.219, 2.406, -0.265], [1.951, 3.503, 0.256], [3.121, 3.705, -0.410], [3.341, 2.543, -1.646], [1.499, -2.179, -2.200], [3.295, -3.283, -3.807], [4.694, -1.440, -5.057], [-0.248, 3.112, -2.359], [-1.901, 3.377, -4.384], [-1.866, 1.245, -5.920], [0.270, 2.076, 0.130], [1.624, 4.094, 1.101], [3.884, 4.442, -0.216]],
  "forces_ev_per_a": [[0.6, 0.3, -0.2], [0.0, 0.0, 0.0], [0.0, 0.0, 0.0], [0.0, 0.0, 0.0], [0.0, 0.0, -0.1], [0.0, 0.1, 0.0], [0.0, 0.0, 0.0], [0.0, 0.0, 0.0], [0.1, -0.1, 0.1], [0.2, 0.0, 0.0], [0.0, 0.0, 0.0], [-0.1, -0.2, 0.1], [0.0, 0.0, -0.1], [0.0, 0.0, 0.0], [0.0, 0.0, 0.0], [0.0, 0.0, 0.0], [0.0, 0.0, 0.0], [0.0, 0.0, 0.0], [0.0, 0.0, 0.0], [0.0, 0.0, 0.0], [0.0, 0.0, 0.0], [0.0, 0.0, 0.0], [0.0, 0.0, 0.0], [0.0, 0.0, 0.0], [0.0, 0.0, 0.0], [0.0, 0.0, 0.0], [0.0, 0.0, 0.0], [0.0, 0.0, 0.0], [0.0, 0.0, 0.0], [0.0, 0.0, 0.0], [0.0, 0.0, 0.0], [0.0, 0.0, 0.0], [0.0, -0.1, 0.0], [0.0, -0.1, 0.0], [0.0, 0.2, 0.0], [0.1, 0.2, 0.0], [0.1, 0.0, 0.0], [0.0, 0.0, 0.0], [0.0, 0.0, 0.0], [0.0, 0.0, 0.0], [0.0, 0.0, 0.0], [0.0, 0.0, 0.0], [0.0, 0.0, 0.0], [0.0, 0.0, 0.0], [0.0, 0.1, 0.0], [0.0, 0.0, 0.1], [0.0, 0.0, 0.0], [0.0, -0.1, 0.0], [0.0, 0.0, 0.0], [0.0, 0.1, 0.0], [-0.3, -0.1, 0.3], [0.0, 0.0, 0.0], [0.0, 0.0, 0.0], [0.0, 0.0, -0.1], [0.0, 0.0, 0.0], [0.0, 0.0, 0.0], [-0.4, -0.2, -0.2], [0.0, 0.0, 0.0], [0.0, 0.0, 0.0], [-0.3, -0.1, 0.1], [0.1, 0.1, 0.0], [0.0, 0.0, 0.0], [0.0, 0.0, 0.1], [0.0, 0.0, 0.0], [0.0, 0.0, 0.0], [0.0, 0.0, 0.0], [0.0, 0.0, 0.0], [0.0, 0.0, 0.0], [0.0, 0.0, 0.0], [0.0, 0.0, 0.0], [0.0, 0.0, 0.0], [0.0, 0.0, 0.1], [0.0, -0.1, -0.1], [0.0, 0.0, 0.0], [0.0, 0.0, 0.0], [0.0, 0.0, -0.1], [0.0, 0.0, 0.0], [0.0, 0.0, 0.0], [0.0, 0.0, 0.0], [0.0, 0.0, 0.0], [0.0, 0.0, 0.0], [0.0, 0.0, 0.0], [0.0, 0.0, 0.0], [0.0, 0.0, 0.0], [0.0, 0.0, 0.0]]
}